Molecular formula: C72H199BN17O31
Method: DFT, wB97M-V/def2-TZVPD

## Properties
Total charge: -1
E_HOMO (eV): -6.70
Energy (hartree): -6150.6476
Lowest unoccupied orbital energy (hartree): 0.0399

```
320
C72H199BN17O31 wB97M-V/def2-TZVPD
O -0.60 1.87 -2.24
C -0.14 1.19 -1.32
O 1.17 0.82 -1.08
B 1.27 -0.02 0.13
O -0.15 -0.19 0.55
C -0.99 0.43 -0.26
O -2.20 0.40 -0.13
O 2.02 0.63 1.25
C 3.12 -0.12 1.53
O 4.01 0.08 2.40
C 3.07 -1.45 0.71
O 2.01 -1.29 -0.11
O 3.80 -2.44 0.89
C -10.38 2.57 -3.14
C -9.67 3.84 -3.57
C -8.23 3.62 -4.12
O -7.38 3.21 -3.03
C -6.03 2.97 -3.36
N -10.52 4.22 -4.67
H -9.98 2.05 -2.27
H -10.40 1.86 -3.97
H -11.38 2.78 -2.77
H -9.55 4.60 -2.80
H -7.85 4.60 -4.44
H -8.31 2.96 -4.98
H -5.92 2.10 -4.00
H -5.53 2.71 -2.42
H -5.55 3.88 -3.71
H -10.59 3.37 -5.21
H -10.04 4.91 -5.24
C 4.78 -0.94 -2.99
C 4.22 -2.34 -3.04
C 4.02 -2.84 -4.46
O 3.59 -4.16 -4.44
C 3.35 -4.56 -5.72
N 5.14 -3.17 -2.26
H 4.69 -0.49 -2.00
H 4.16 -0.26 -3.58
H 5.83 -0.78 -3.22
H 3.25 -2.23 -2.56
H 4.99 -2.78 -4.95
H 3.22 -2.25 -4.93
H 4.14 -4.47 -6.47
H 2.45 -4.07 -6.09
H 3.15 -5.63 -5.72
H 4.87 -4.13 -2.41
H 4.93 -2.98 -1.29
C 8.81 -6.18 0.73
C 9.49 -4.92 1.38
C 8.49 -3.84 1.88
O 7.68 -3.21 0.89
C 7.03 -2.06 1.28
N 10.32 -5.33 2.53
H 8.06 -5.85 0.02
H 8.26 -6.78 1.45
H 9.49 -6.82 0.17
H 10.16 -4.47 0.65
H 9.18 -3.06 2.20
H 7.85 -4.17 2.70
H 6.34 -2.19 2.12
H 6.46 -1.76 0.40
H 7.81 -1.33 1.50
H 10.95 -6.03 2.17
H 10.96 -4.64 2.91
C 4.23 3.26 -0.67
C 4.38 2.93 -2.09
C 3.05 3.18 -2.93
O 3.26 2.62 -4.19
C 2.51 3.30 -5.17
N 5.46 3.64 -2.68
H 5.18 3.06 -0.17
H 3.48 2.65 -0.18
H 3.98 4.32 -0.58
H 4.73 1.90 -2.17
H 2.96 4.27 -2.88
H 2.23 2.63 -2.48
H 2.72 2.88 -6.16
H 2.77 4.35 -5.25
H 1.45 3.09 -4.99
H 5.18 4.61 -2.80
H 5.38 3.33 -3.64
C -10.01 -1.03 0.60
C -8.73 -1.84 0.95
C -7.50 -1.03 0.54
O -7.42 0.27 1.12
C -6.55 1.17 0.45
N -8.72 -1.92 2.38
H -9.99 -0.06 1.10
H -10.88 -1.58 0.94
H -10.20 -0.90 -0.46
H -8.76 -2.82 0.48
H -7.50 -0.92 -0.55
H -6.64 -1.67 0.72
H -6.48 2.14 0.93
H -7.03 1.35 -0.51
H -5.60 0.68 0.26
H -7.77 -2.10 2.69
H -8.73 -1.00 2.79
C 2.06 2.62 5.21
C 0.94 3.56 5.48
C -0.44 3.02 5.89
O -1.47 4.00 5.84
C -2.56 3.57 6.62
N 1.34 4.55 6.51
H 2.16 1.95 6.06
H 3.02 3.11 5.08
H 1.83 2.09 4.29
H 0.75 4.14 4.57
H -0.39 2.75 6.95
H -0.68 2.11 5.35
H -3.39 4.28 6.59
H -2.43 3.56 7.70
H -2.99 2.64 6.26
H 1.48 4.09 7.41
H 0.73 5.34 6.62
C 4.18 -5.63 5.72
C 4.66 -4.25 6.27
C 3.52 -3.15 6.44
O 2.59 -3.02 5.31
C 3.26 -2.78 4.05
N 5.11 -4.52 7.64
H 3.59 -6.14 6.48
H 5.13 -6.13 5.54
H 3.59 -5.66 4.80
H 5.47 -3.99 5.59
H 3.98 -2.17 6.57
H 2.90 -3.27 7.33
H 2.56 -2.51 3.27
H 3.98 -3.51 3.68
H 3.79 -1.83 3.99
H 5.36 -3.66 8.11
H 4.25 -4.79 8.10
C -0.11 -0.67 3.43
C -0.28 -0.89 4.96
C -0.95 -2.27 5.24
O -2.27 -2.44 4.67
C -2.61 -3.80 4.73
N 1.07 -0.77 5.47
H 0.07 0.37 3.14
H -1.02 -0.90 2.88
H 0.67 -1.27 2.96
H -0.93 -0.16 5.44
H -1.05 -2.41 6.31
H -0.23 -2.98 4.84
H -3.52 -4.10 4.20
H -2.85 -3.94 5.79
H -1.82 -4.53 4.57
H 1.53 -1.52 4.98
H 1.50 0.09 5.16
C -5.82 -5.78 1.77
C -6.11 -4.82 0.65
C -5.11 -3.69 0.46
O -4.76 -3.17 1.72
C -4.03 -1.98 1.58
N -6.14 -5.58 -0.59
H -6.62 -6.51 1.85
H -5.95 -5.37 2.77
H -4.91 -6.38 1.70
H -7.09 -4.39 0.87
H -5.45 -2.99 -0.30
H -4.19 -4.14 0.09
H -4.75 -1.19 1.33
H -3.24 -2.15 0.85
H -3.65 -1.79 2.58
H -5.41 -6.28 -0.52
H -6.97 -6.15 -0.67
C 0.49 10.15 -0.52
C 0.74 10.27 -2.01
C 0.17 9.14 -2.85
O 0.99 7.93 -2.70
C 0.58 7.01 -3.66
N 0.31 11.67 -2.30
H 1.03 11.00 -0.09
H 0.94 9.23 -0.14
H -0.54 10.14 -0.17
H 1.82 10.21 -2.14
H 0.04 9.54 -3.85
H -0.88 8.87 -2.70
H 1.06 6.04 -3.64
H 0.81 7.36 -4.67
H -0.51 6.99 -3.73
H 0.51 11.95 -3.26
H -0.70 11.66 -2.23
C -6.38 2.74 5.19
C -6.09 2.10 3.83
C -4.64 1.62 3.53
O -3.77 2.73 3.46
C -2.50 2.35 3.01
N -7.05 1.06 3.70
H -6.20 2.18 6.11
H -7.41 3.07 5.21
H -5.69 3.59 5.20
H -6.36 2.86 3.09
H -4.77 1.09 2.59
H -4.29 0.94 4.30
H -2.18 1.56 3.70
H -1.91 3.26 2.86
H -2.42 1.92 2.01
H -7.10 0.81 2.72
H -6.73 0.17 4.05
C -3.36 4.23 -1.41
C -2.47 5.46 -1.50
C -1.00 5.18 -1.26
O -0.87 4.63 0.05
C 0.49 4.30 0.35
N -2.72 5.99 -2.86
H -4.34 4.69 -1.49
H -3.33 3.91 -0.37
H -3.26 3.37 -2.08
H -2.88 6.24 -0.85
H -0.52 6.16 -1.21
H -0.63 4.56 -2.08
H 0.91 5.15 0.89
H 1.08 4.17 -0.55
H 0.44 3.38 0.93
H -2.11 6.79 -2.97
H -3.66 6.36 -2.84
C 1.02 -0.70 -9.32
C 1.58 -1.00 -7.91
C 0.77 -0.34 -6.82
O 1.30 -0.81 -5.54
C 0.87 0.00 -4.36
N 1.53 -2.47 -7.70
H -0.07 -0.72 -9.23
H 1.41 -1.37 -10.08
H 1.34 0.31 -9.58
H 2.58 -0.58 -7.81
H -0.28 -0.65 -6.81
H 0.88 0.74 -6.89
H -0.13 -0.33 -4.07
H 0.76 1.06 -4.58
H 1.61 -0.23 -3.58
H 0.53 -2.60 -7.57
H 1.93 -2.59 -6.78
C 7.26 1.56 2.91
C 6.41 2.51 3.68
C 5.71 3.57 2.75
O 4.86 4.43 3.50
C 4.18 5.34 2.62
N 5.34 1.72 4.36
H 6.77 1.27 1.98
H 7.56 0.69 3.48
H 8.19 2.06 2.63
H 7.04 3.05 4.38
H 5.00 3.05 2.10
H 6.40 4.21 2.19
H 3.51 5.91 3.25
H 3.52 4.74 1.99
H 4.76 6.00 1.97
H 4.85 1.18 3.67
H 4.62 2.42 4.46
C 5.10 -6.03 0.37
C 3.58 -6.15 0.40
C 3.02 -6.31 1.88
O 1.67 -6.75 1.83
C 1.05 -6.72 3.13
N 3.07 -4.97 -0.27
H 5.47 -5.23 1.01
H 5.48 -5.91 -0.64
H 5.68 -6.87 0.78
H 3.40 -7.07 -0.16
H 3.21 -5.45 2.52
H 3.67 -7.04 2.37
H 1.35 -7.61 3.69
H -0.04 -6.74 3.06
H 1.26 -5.78 3.64
H 2.08 -4.86 -0.10
H 3.56 -4.13 0.01
C 0.42 -3.68 -3.01
C -0.26 -4.63 -2.07
C -0.80 -3.90 -0.83
O -0.11 -4.25 0.36
C -0.57 -3.50 1.47
N -1.25 -5.34 -2.82
H -0.34 -3.00 -3.40
H 1.02 -4.06 -3.83
H 1.08 -3.04 -2.42
H 0.55 -5.33 -1.82
H -1.85 -4.18 -0.77
H -0.82 -2.83 -1.04
H -1.51 -3.85 1.88
H -0.69 -2.47 1.14
H 0.12 -3.53 2.32
H -2.03 -4.79 -3.18
H -1.02 -5.82 -3.69
C -5.43 -0.92 -2.83
C -3.96 -1.19 -3.13
C -3.26 0.01 -3.86
O -3.70 0.18 -5.25
C -3.10 1.40 -5.75
N -3.38 -1.46 -1.88
H -5.52 0.11 -2.48
H -5.98 -1.46 -2.05
H -5.98 -1.05 -3.76
H -3.83 -2.01 -3.84
H -2.25 -0.39 -3.92
H -3.30 0.91 -3.26
H -2.07 1.19 -5.48
H -3.49 2.28 -5.24
H -3.11 1.52 -6.84
H -2.39 -1.54 -2.02
H -3.46 -0.71 -1.21
O -0.18 5.55 -6.64
H 0.76 5.75 -6.63
H -0.28 4.81 -6.03
O 7.81 -2.86 -3.08
H 7.75 -2.88 -4.04
H 6.91 -2.81 -2.78
O -4.03 -4.22 -2.41
H -4.56 -4.48 -1.66
H -3.84 -3.29 -2.26
O 3.84 -6.37 -2.81
H 3.64 -5.94 -1.98
H 3.87 -5.66 -3.45
O 6.07 0.21 7.07
H 6.92 0.58 7.30
H 5.80 0.69 6.29
O -1.29 3.60 -4.69
H -1.68 4.20 -4.06
H -1.13 2.80 -4.20
```

Molecular formula: C59H69BaN7SSbTe
Method: DFT, wB97M-V/def2-TZVPD

## Properties
Total charge: +1
Energy relative to the best compared isomer or geometry (same formula, charge and spin) (kJ/mol): 77.22
E_HOMO (eV): -9.21
Energy (hartree): -3604.7373
Lowest unoccupied orbital energy (hartree): -0.0778

```
139
C59H69BaN7SSbTe wB97M-V/def2-TZVPD
Ba -0.32 -0.30 -0.27
C 2.07 7.07 1.01
C 1.06 6.75 -0.11
C -0.19 7.60 0.10
C 1.67 7.10 -1.47
C 0.74 5.25 -0.06
C -0.52 4.75 0.20
C -0.72 3.37 0.22
N 0.25 2.49 0.00
C 1.49 2.97 -0.24
C 1.75 4.32 -0.29
C 2.57 1.94 -0.46
C 3.90 2.28 -0.57
C 4.88 1.30 -0.75
C 4.44 -0.02 -0.84
C 3.09 -0.28 -0.73
N 2.17 0.66 -0.54
C 6.35 1.70 -0.86
C 6.76 2.47 0.40
C 7.26 0.48 -1.02
C 6.52 2.61 -2.09
H 2.31 8.13 1.00
H 3.00 6.51 0.88
H 1.65 6.82 1.99
H 0.08 8.65 0.04
H -0.64 7.43 1.08
H -0.95 7.41 -0.67
H 1.87 8.17 -1.52
H 1.00 6.83 -2.28
H 2.62 6.58 -1.64
H -1.37 5.40 0.38
H -1.70 2.96 0.41
H 2.75 4.67 -0.51
H 4.21 3.31 -0.49
H 5.13 -0.84 -0.98
H 2.73 -1.30 -0.80
H 6.63 1.85 1.29
H 6.18 3.38 0.53
H 7.81 2.75 0.34
H 7.18 -0.19 -0.17
H 8.30 0.82 -1.08
H 7.04 -0.08 -1.93
H 5.95 3.53 -2.00
H 6.20 2.10 -3.00
H 7.57 2.88 -2.21
C 2.81 -5.41 -2.51
C 2.58 -4.75 -3.72
C 1.80 -3.61 -3.75
C 1.24 -3.12 -2.58
C 1.46 -3.78 -1.38
C 2.25 -4.92 -1.34
N 0.48 -1.89 -2.53
N -0.05 -1.64 -3.62
C -0.77 -0.40 -3.78
C -1.02 -0.13 -5.12
C -1.67 1.04 -5.48
C -2.09 1.90 -4.47
C -1.85 1.58 -3.14
C -1.19 0.42 -2.71
H 3.44 -6.29 -2.49
H 3.02 -5.13 -4.63
H 1.62 -3.08 -4.68
H 1.00 -3.40 -0.47
H 2.43 -5.43 -0.40
H -0.68 -0.83 -5.87
H -1.86 1.27 -6.52
H -2.62 2.82 -4.73
H -2.22 2.29 -2.39
C -3.76 -2.31 3.37
C -3.50 -1.81 4.63
C -2.44 -0.93 4.78
C -1.67 -0.58 3.68
N -1.91 -1.08 2.46
C -2.94 -1.92 2.32
C -0.52 0.37 3.82
C -0.28 1.06 5.01
C 0.83 1.87 5.12
C 1.68 1.99 4.03
C 1.35 1.29 2.88
N 0.28 0.51 2.76
H -4.58 -3.00 3.19
H -4.11 -2.09 5.48
H -2.22 -0.54 5.76
H -3.10 -2.32 1.32
H -0.95 0.96 5.85
H 1.02 2.41 6.04
H 2.56 2.61 4.06
H 1.99 1.36 2.01
C -0.10 -5.51 1.60
C 0.58 -4.82 2.77
Sb 1.21 -2.79 2.42
C 3.27 -3.15 1.86
C 3.94 -4.45 2.30
C 1.47 -2.30 4.50
C 2.11 -3.36 5.39
H -0.56 -6.45 1.91
H 0.60 -5.75 0.80
H -0.89 -4.89 1.16
H 1.44 -5.38 3.13
H -0.10 -4.74 3.62
H 3.83 -2.28 2.20
H 3.26 -3.10 0.76
H 4.06 -4.51 3.38
H 4.93 -4.55 1.85
H 3.36 -5.33 2.00
H 0.46 -2.07 4.86
H 2.03 -1.37 4.54
H 1.54 -4.29 5.41
H 2.17 -3.00 6.42
H 3.12 -3.61 5.08
C -5.38 2.40 -0.03
Te -4.06 1.01 0.90
C -4.57 -0.21 -0.77
C -5.96 0.25 -1.15
C -6.83 -0.57 -1.85
C -8.10 -0.12 -2.19
C -8.50 1.16 -1.83
C -7.63 1.98 -1.12
C -6.36 1.53 -0.78
H -4.80 3.03 -0.70
H -5.86 3.02 0.72
H -4.53 -1.26 -0.50
H -3.84 -0.03 -1.57
H -6.52 -1.57 -2.13
H -8.78 -0.76 -2.73
H -9.49 1.51 -2.08
H -7.94 2.98 -0.83
S -2.30 -3.32 -0.98
C -3.75 -3.48 -1.82
N -4.79 -4.18 -1.30
C -5.98 -4.42 -1.93
C -6.20 -3.93 -3.17
C -5.17 -3.17 -3.77
C -3.99 -2.94 -3.12
H -4.62 -4.58 -0.39
H -6.69 -5.01 -1.38
H -7.13 -4.12 -3.67
H -5.32 -2.75 -4.76
H -3.20 -2.36 -3.57
```